# 1
This record from OMol25 describes a structure of composition C40H45Cl3N7O2SSi2V in a non-equilibrium geometry. The level of theory is ωB97M-V with the def2-TZVPD basis set.

Cartesian coordinates (Å):
V: -0.57 1.33 -1.20
O: -1.10 5.01 -0.21
C: -0.75 3.96 -0.77
N: -0.13 2.89 -0.18
C: 0.50 3.06 1.10
C: 1.95 2.41 1.15
C: 2.93 3.45 1.66
C: 3.38 4.37 0.81
C: 3.07 4.24 -0.60
C: 2.68 3.03 -1.03
N: 2.42 1.97 -0.18
C: -0.90 3.75 -2.23
C: -1.40 4.74 -3.09
C: -1.30 4.56 -4.45
C: -0.70 3.38 -4.94
C: -0.29 2.42 -4.06
N: -0.40 2.57 -2.72
H: 0.55 4.12 1.36
H: -0.10 2.56 1.87
H: 3.19 3.44 2.71
H: 4.03 5.17 1.14
H: 3.26 5.04 -1.30
H: 2.60 2.82 -2.09
H: -1.81 5.63 -2.65
H: -1.66 5.32 -5.13
H: -0.59 3.21 -6.00
H: 0.11 1.47 -4.38
C: 1.89 1.25 2.14
Si: 2.45 0.36 -0.94
C: 3.09 -0.95 0.26
C: 3.79 0.45 -2.28
N: 0.91 0.04 -1.56
C: 0.49 -1.00 -2.38
C: 1.30 -2.05 -2.80
C: 0.83 -3.04 -3.66
C: -0.47 -2.99 -4.11
C: -1.31 -1.96 -3.69
C: -0.89 -0.97 -2.80
N: -1.68 0.04 -2.30
Si: -3.34 0.27 -2.60
C: -3.94 1.71 -1.53
C: -4.39 -1.21 -2.07
C: -3.75 0.68 -4.40
H: 1.58 1.64 3.11
H: 1.16 0.51 1.83
H: 2.86 0.77 2.26
H: 4.00 -0.64 0.75
H: 3.31 -1.85 -0.33
H: 2.36 -1.23 1.02
H: 4.53 1.22 -2.05
H: 3.36 0.67 -3.25
H: 4.32 -0.50 -2.36
H: 2.33 -2.08 -2.46
H: 1.49 -3.84 -3.97
H: -0.84 -3.74 -4.80
H: -2.33 -1.93 -4.06
H: -4.00 1.42 -0.48
H: -4.94 2.00 -1.85
H: -3.30 2.59 -1.61
H: -4.26 -1.38 -0.99
H: -4.09 -2.13 -2.58
H: -5.45 -1.05 -2.26
H: -2.85 0.96 -4.93
H: -4.45 1.51 -4.47
H: -4.20 -0.17 -4.93
Cl: -0.93 1.11 7.27
C: -0.97 -0.20 6.12
C: 0.10 -0.39 5.26
C: 0.06 -1.44 4.36
C: -1.04 -2.29 4.28
C: -1.10 -3.41 3.25
C: -1.92 -3.00 2.01
N: -1.78 -1.62 1.62
C: -2.46 -0.55 2.17
C: -2.05 0.55 1.48
N: -1.15 0.17 0.52
C: -1.02 -1.12 0.63
O: 0.18 -3.95 2.97
C: 0.95 -3.37 1.92
C: 2.34 -3.88 2.03
C: 2.96 -4.68 1.11
Cl: 2.30 -5.24 -0.37
S: 4.57 -5.07 1.54
C: 4.44 -4.17 2.99
C: 3.21 -3.60 3.12
C: -2.09 -2.06 5.16
Cl: -3.52 -3.05 5.11
C: -2.07 -1.03 6.08
H: 0.96 0.27 5.29
H: 0.90 -1.58 3.69
H: -1.65 -4.24 3.70
H: -2.97 -3.18 2.22
H: -1.64 -3.63 1.17
H: -3.16 -0.67 2.97
H: -2.34 1.58 1.60
H: -0.42 -1.73 -0.03
H: 0.94 -2.27 1.99
H: 0.54 -3.63 0.94
H: 5.27 -4.11 3.67
H: 2.92 -2.99 3.97
H: -2.91 -0.87 6.75

Output
relative energy (zero: lowest compared OMol25 entry of this formula, charge and spin) = 1.4723 eV
<S²> = 3.7792
HOMO level (spin up / spin down) = -2.331 / -3.638 eV
charge = -1
multiplicity = 4
E_LUMO (spin up / spin down) = 1.932 / 1.932 eV



# 2
This record from OMol25 describes a structure of composition C40H45F5HgN5O2S2 in a non-equilibrium geometry. The level of theory is ωB97M-V with the def2-TZVPD basis set.

Cartesian coordinates (Å):
Hg: 0.82 0.12 -0.60
C: 6.62 -1.39 4.57
C: 5.85 -0.44 3.66
C: 4.66 -1.15 3.02
N: 3.83 -0.20 2.29
C: 2.53 0.11 2.47
S: 2.00 1.64 2.01
N: 1.68 -0.77 3.08
C: 1.79 -2.15 3.39
O: 1.30 -2.54 4.41
C: 2.48 -3.06 2.43
C: 2.87 -4.31 2.88
C: 3.52 -5.19 2.04
C: 3.79 -4.82 0.72
C: 3.36 -3.59 0.25
C: 2.70 -2.71 1.10
H: 7.50 -0.90 5.01
H: 6.96 -2.27 4.02
H: 5.98 -1.74 5.39
H: 6.51 -0.06 2.87
H: 5.48 0.42 4.23
H: 4.07 -1.62 3.79
H: 5.02 -1.93 2.35
H: 4.30 0.49 1.73
H: 0.79 -0.37 3.35
H: 2.64 -4.57 3.91
H: 3.82 -6.17 2.40
H: 4.31 -5.51 0.06
H: 3.52 -3.31 -0.78
H: 2.32 -1.78 0.70
F: 3.98 1.73 -0.59
C: 3.93 0.85 -1.63
C: 2.91 -0.06 -1.71
C: 3.01 -0.93 -2.76
F: 2.08 -1.91 -2.92
C: 4.02 -0.92 -3.69
F: 4.09 -1.81 -4.69
C: 5.01 0.04 -3.59
F: 6.00 0.09 -4.48
C: 4.96 0.94 -2.54
F: 5.93 1.85 -2.42
C: -2.44 1.54 0.84
C: -1.41 0.93 1.80
C: -1.35 1.77 3.08
C: -1.71 -0.53 2.04
C: -2.64 -0.86 3.01
C: -3.01 -2.17 3.30
C: -2.40 -3.19 2.57
C: -1.48 -2.94 1.57
C: -0.90 -4.08 0.76
C: -0.84 -5.41 1.51
C: -1.69 -4.25 -0.54
C: -1.09 -1.57 1.22
N: -0.24 -1.45 0.19
H: -2.27 2.61 0.72
H: -3.45 1.38 1.22
H: -2.37 1.06 -0.14
H: -0.44 1.02 1.32
H: -2.35 2.05 3.42
H: -0.78 2.69 2.90
H: -0.86 1.22 3.90
H: -3.11 -0.06 3.58
H: -3.73 -2.39 4.08
H: -2.67 -4.22 2.79
H: 0.11 -3.79 0.48
H: -1.84 -5.86 1.62
H: -0.42 -5.28 2.51
H: -0.21 -6.13 0.97
H: -2.74 -4.47 -0.32
H: -1.28 -5.07 -1.15
H: -1.64 -3.33 -1.13
C: -3.13 7.15 -2.22
C: -2.54 5.84 -1.71
C: -3.17 4.64 -2.41
N: -2.54 3.38 -2.02
C: -1.51 2.87 -2.77
S: 0.04 2.62 -2.08
N: -1.72 2.60 -4.07
C: -2.81 2.74 -4.98
O: -2.52 2.98 -6.19
C: -4.17 2.58 -4.50
C: -5.22 3.17 -5.26
C: -6.53 3.07 -4.86
C: -6.87 2.37 -3.69
C: -5.87 1.73 -2.97
C: -4.54 1.81 -3.37
H: -2.72 8.00 -1.67
H: -4.22 7.16 -2.10
H: -2.91 7.29 -3.28
H: -2.71 5.75 -0.63
H: -1.46 5.82 -1.88
H: -3.08 4.76 -3.49
H: -4.24 4.59 -2.18
H: -2.29 3.35 -1.05
H: -0.85 2.44 -4.56
H: -4.94 3.70 -6.16
H: -7.31 3.55 -5.45
H: -7.91 2.31 -3.37
H: -6.12 1.15 -2.10
H: -3.79 1.26 -2.82

Output
relative energy (zero: lowest compared OMol25 entry of this formula, charge and spin) = 0.5757 eV
<S²> = 0.7716
HOMO level (spin up / spin down) = 0.033 / -0.958 eV
charge = -2
multiplicity = 2
E_LUMO (spin up / spin down) = 3.714 / 3.714 eV



# 3
This record from OMol25 describes a structure of composition C40H45N8O5SSn in a non-equilibrium geometry. The level of theory is ωB97M-V with the def2-TZVPD basis set.

Cartesian coordinates (Å):
Sn: -0.37 1.06 0.58
C: 2.95 -5.50 1.69
C: 2.12 -4.35 1.20
C: 1.76 -4.23 -0.12
C: 1.06 -3.10 -0.60
C: 0.90 -2.76 -1.95
N: 0.81 -3.55 -3.01
C: 0.31 -4.93 -3.04
C: -1.19 -4.94 -2.67
C: -2.13 -4.29 -3.70
N: -1.84 -2.86 -3.90
C: -2.18 -1.82 -3.19
C: -3.20 -1.65 -2.22
C: -4.40 -2.35 -2.19
C: -5.42 -2.01 -1.30
C: -6.78 -2.61 -1.39
C: -5.14 -1.06 -0.30
C: -3.95 -0.38 -0.23
C: -3.71 0.45 0.94
N: -2.63 0.97 1.33
C: -2.60 1.63 2.61
C: -1.93 0.78 3.70
C: -0.41 0.69 3.58
N: -0.03 -0.14 2.45
C: 0.59 -1.23 2.68
C: 0.99 -2.23 1.70
C: 1.72 -3.33 2.09
C: 0.58 -2.10 0.35
O: -0.27 -1.24 0.00
C: -2.99 -0.51 -1.32
O: -2.07 0.29 -1.50
H: 3.27 -6.14 0.87
H: 2.38 -6.11 2.39
H: 3.83 -5.14 2.22
H: 2.12 -4.98 -0.82
H: 0.86 -1.69 -2.15
H: 0.92 -3.11 -3.91
H: 0.84 -5.55 -2.33
H: 0.47 -5.33 -4.04
H: -1.31 -4.43 -1.71
H: -1.50 -5.97 -2.55
H: -3.14 -4.43 -3.35
H: -2.04 -4.78 -4.67
H: -1.18 -2.68 -4.64
H: -1.58 -0.94 -3.35
H: -4.60 -3.10 -2.94
H: -6.82 -3.43 -2.11
H: -7.50 -1.85 -1.70
H: -7.11 -2.98 -0.42
H: -5.89 -0.88 0.46
H: -4.60 0.54 1.59
H: -3.62 1.87 2.95
H: -2.04 2.56 2.50
H: -2.35 -0.24 3.68
H: -2.16 1.24 4.66
H: 0.00 0.29 4.51
H: -0.02 1.70 3.42
H: 0.85 -1.48 3.72
H: 2.02 -3.42 3.13
C: 4.64 -1.06 -1.02
N: 4.09 0.28 -0.85
C: 5.03 1.38 -0.66
C: 2.82 0.50 -0.90
N: 1.67 0.69 -0.98
H: 5.22 -1.12 -1.94
H: 3.83 -1.80 -1.05
H: 5.29 -1.29 -0.18
H: 5.66 1.50 -1.54
H: 5.66 1.17 0.20
H: 4.48 2.30 -0.48
O: 3.42 0.89 2.27
C: 2.70 1.86 2.37
N: 1.61 2.14 1.62
S: 0.77 3.46 2.14
O: -0.48 2.92 2.66
O: 0.61 4.40 1.07
C: 1.94 3.94 3.38
C: 2.02 5.07 4.16
C: 3.15 5.21 4.97
C: 4.13 4.22 5.00
C: 4.03 3.08 4.21
C: 2.93 2.96 3.38
H: 1.25 5.82 4.14
H: 3.26 6.10 5.57
H: 4.99 4.34 5.65
H: 4.79 2.31 4.24
C: -0.91 6.41 -3.61
C: -0.77 5.17 -2.78
C: 0.47 4.75 -2.31
C: 0.56 3.60 -1.55
N: -0.51 2.88 -1.26
C: -1.72 3.26 -1.69
C: -1.88 4.39 -2.47
H: -0.05 7.06 -3.50
H: -1.81 6.96 -3.34
H: -1.00 6.14 -4.66
H: 1.36 5.33 -2.52
H: 1.51 3.25 -1.16
H: -2.55 2.63 -1.41
H: -2.87 4.66 -2.81

Output
relative energy (zero: lowest compared OMol25 entry of this formula, charge and spin) = 4.7344 eV
HOMO level = -14.775 eV
charge = +3
multiplicity = 1
E_LUMO = -10.300 eV



# 4
This record from OMol25 describes a structure of composition C40H46BaBrN3O9 in a non-equilibrium geometry. The level of theory is ωB97M-V with the def2-TZVPD basis set.

Cartesian coordinates (Å):
Ba: 0.82 -0.49 0.79
O: -2.39 -0.84 4.28
C: -1.39 -0.20 3.56
O: -1.05 -0.71 2.44
C: -0.24 0.18 4.47
O: 0.72 0.92 3.71
C: 0.19 2.09 3.13
C: -1.20 1.94 2.53
O: -2.07 1.28 3.29
O: -0.08 1.61 0.36
H: -2.88 -1.33 3.60
H: 0.27 -0.72 4.80
H: -0.59 0.76 5.33
H: 0.91 2.43 2.39
H: 0.06 2.87 3.90
C: 1.85 2.29 -3.24
C: 1.27 1.29 -4.06
C: -0.12 1.65 -4.21
C: -0.31 2.83 -3.46
C: 0.89 3.23 -2.87
C: 1.11 4.46 -2.01
C: 1.90 4.11 -0.74
C: 1.89 5.53 -2.79
C: -0.23 5.06 -1.58
C: -1.31 1.12 -5.03
C: -1.44 -0.40 -5.18
C: -2.62 1.56 -4.35
C: -1.32 1.76 -6.44
C: 2.15 0.17 -4.62
C: 1.93 -1.21 -3.96
C: 3.63 0.49 -4.36
C: 2.03 0.04 -6.15
H: 2.89 2.32 -2.93
H: -1.26 3.33 -3.34
H: 2.91 3.78 -0.99
H: 1.40 3.30 -0.21
H: 1.98 4.98 -0.08
H: 2.86 5.13 -3.10
H: 2.07 6.42 -2.17
H: 1.34 5.82 -3.69
H: -0.83 4.32 -1.04
H: -0.81 5.38 -2.45
H: -0.07 5.93 -0.93
H: -1.47 -0.88 -4.20
H: -0.63 -0.84 -5.75
H: -2.37 -0.63 -5.70
H: -2.63 1.29 -3.29
H: -3.47 1.07 -4.84
H: -2.77 2.64 -4.42
H: -0.46 1.44 -7.03
H: -1.28 2.84 -6.34
H: -2.24 1.49 -6.99
H: 2.12 -1.15 -2.89
H: 2.63 -1.95 -4.38
H: 0.93 -1.59 -4.08
H: 3.84 0.54 -3.29
H: 3.91 1.45 -4.80
H: 4.26 -0.29 -4.80
H: 1.04 -0.26 -6.47
H: 2.75 -0.70 -6.53
H: 2.25 1.01 -6.62
O: -2.42 -3.18 -0.67
C: -1.41 -2.49 -0.73
N: -1.25 -1.17 -0.45
C: -2.37 -0.40 -0.37
O: -3.43 -0.63 -0.93
C: -2.40 0.94 0.47
C: -3.63 1.41 0.68
C: -3.93 2.73 1.20
C: -2.96 3.56 1.56
C: -1.59 3.06 1.63
N: -1.26 1.67 1.01
C: -0.13 -3.23 -1.15
C: -0.27 -4.45 -1.80
C: 0.86 -5.14 -2.20
C: 2.11 -4.60 -1.92
C: 2.16 -3.39 -1.25
N: 1.07 -2.72 -0.88
H: -4.43 0.81 0.28
H: -4.96 3.07 1.15
H: -3.13 4.61 1.74
H: -0.78 3.74 1.39
H: -1.27 -4.82 -1.98
H: 0.77 -6.08 -2.73
H: 3.02 -5.10 -2.22
H: 3.11 -2.92 -1.01
Br: 2.80 -4.51 3.28
C: 4.37 -3.83 2.44
C: 5.49 -4.64 2.55
C: 6.68 -4.27 1.96
C: 6.75 -3.08 1.24
C: 5.62 -2.29 1.13
C: 4.41 -2.64 1.73
C: 3.25 -1.65 1.54
O: 2.27 -1.75 2.31
O: 3.38 -0.81 0.61
H: 5.42 -5.57 3.10
H: 7.55 -4.91 2.05
H: 7.67 -2.78 0.75
H: 5.63 -1.37 0.56

Output
relative energy (zero: lowest compared OMol25 entry of this formula, charge and spin) = 2.3900 eV
HOMO level = -0.734 eV
charge = -2
multiplicity = 1
E_LUMO = 3.763 eV



# 5
This record from OMol25 describes a structure of composition C40H46BrFeN3O3PSTe in a non-equilibrium geometry. The level of theory is ωB97M-V with the def2-TZVPD basis set.

Cartesian coordinates (Å):
Fe: -0.64 0.87 0.69
Br: 1.46 -9.16 -1.12
C: 0.47 -8.42 0.35
C: 1.17 -7.69 1.33
C: 0.45 -6.78 2.09
C: -0.91 -6.57 1.90
C: -1.61 -7.36 0.97
C: -0.90 -8.30 0.20
N: -1.60 -5.42 2.28
N: -1.30 -4.82 3.33
C: -1.64 -3.45 3.31
C: -1.06 -2.67 4.26
C: -0.87 -1.29 4.18
C: -1.06 -0.69 2.95
O: -0.56 0.49 2.69
C: -1.75 -1.48 1.93
N: -1.96 -0.76 0.77
C: -2.66 -1.41 -0.25
C: -3.24 -2.67 -0.08
C: -2.99 -3.39 1.09
C: -2.17 -2.78 2.09
H: 2.26 -7.77 1.43
H: 0.96 -6.21 2.82
H: -2.69 -7.38 0.89
H: -1.49 -8.87 -0.48
H: -0.55 -3.27 5.05
H: -0.24 -0.84 4.98
H: -2.78 -0.81 -1.20
H: -3.76 -3.01 -0.94
H: -3.47 -4.37 1.18
C: -3.91 8.48 -0.36
C: -3.26 7.21 0.19
C: -4.10 6.22 0.68
C: -3.63 5.12 1.36
C: -4.63 4.04 1.82
C: -2.22 4.95 1.47
Te: -1.44 3.29 2.53
C: -1.36 5.85 0.85
C: 0.13 5.53 0.68
C: -1.90 6.96 0.20
H: -4.79 8.70 0.25
H: -4.25 8.37 -1.43
H: -3.20 9.38 -0.42
H: -5.18 6.30 0.71
H: -5.60 4.46 1.68
H: -4.55 3.74 2.86
H: -4.62 3.14 1.22
H: 0.15 4.56 0.21
H: 0.64 5.46 1.64
H: 0.68 6.23 0.04
H: -1.23 7.69 -0.21
C: 4.57 -0.58 1.33
C: 3.05 -0.74 1.42
C: 2.65 -0.41 2.82
P: 1.93 0.13 0.20
C: 2.70 1.77 -0.26
C: 2.83 2.72 0.91
C: 3.95 1.73 -1.15
C: 2.06 -0.93 -1.38
C: 3.43 -1.47 -1.81
C: 1.08 -2.07 -1.12
H: 5.02 -1.23 2.04
H: 4.92 0.42 1.59
H: 4.89 -0.79 0.31
H: 2.87 -1.82 1.19
H: 2.79 0.62 3.01
H: 3.35 -0.97 3.45
H: 1.63 -0.67 3.11
H: 1.80 2.04 -0.87
H: 3.53 2.41 1.64
H: 1.88 2.88 1.38
H: 3.15 3.68 0.52
H: 4.69 1.07 -0.72
H: 4.43 2.71 -1.22
H: 3.70 1.31 -2.15
H: 1.76 -0.39 -2.29
H: 3.98 -1.96 -0.94
H: 3.97 -0.68 -2.24
H: 3.25 -2.21 -2.56
H: 1.35 -2.55 -0.15
H: 0.95 -2.81 -1.88
H: 0.09 -1.66 -0.91
O: 0.17 -2.12 -6.72
C: 0.51 -0.81 -6.55
O: 1.02 -0.20 -7.47
C: 0.35 -0.23 -5.20
C: 1.12 0.83 -4.79
C: 0.86 1.48 -3.56
C: -0.23 1.14 -2.80
S: -0.78 2.01 -1.33
C: -1.06 0.06 -3.25
C: -0.71 -0.62 -4.37
H: -0.24 -2.38 -5.92
H: 2.00 1.15 -5.32
H: 1.55 2.29 -3.22
H: -1.94 -0.19 -2.67
H: -1.48 -1.33 -4.75

Output
relative energy (zero: lowest compared OMol25 entry of this formula, charge and spin) = 0.8768 eV
<S²> = 8.7695
HOMO level (spin up / spin down) = -7.687 / -7.706 eV
multiplicity = 6
E_LUMO (spin up / spin down) = -0.845 / -2.220 eV